No. 1
The following is a DFT calculation (ωB97M-V/def2-TZVPD) of a cluster of 2 separate species, C2H5F2P in total in a non-equilibrium geometry.

```
! wB97M-V def2-TZVPD RIJCOSX def2/J DEFGRID3
* xyz 0 1
C -0.672 -0.781 0.619
C 0.520 -0.948 -0.330
F -1.023 1.959 -0.591
F 1.256 2.543 0.028
P 0.458 1.789 -1.207
H -0.254 -0.129 1.439
H -1.521 -0.285 0.186
H -0.981 -1.755 0.821
H 0.638 -1.690 -1.021
H 1.577 -0.703 0.056
*
```

E_LUMO (spin up / spin down) (hartree): 0.0091 / -0.0094
Energy above the lowest of the compared OMol25 structures with the same formula, charge and spin (eV): 1.131
HOMO (spin up / spin down) (eV): -8.098 / -8.323
Electronic energy (eV): -16877.3573

***

No. 2
The following is a DFT calculation (ωB97M-V/def2-TZVPD) of a cluster of 2 separate species, C2H5F3P in total in a non-equilibrium geometry.

```
! wB97M-V def2-TZVPD RIJCOSX def2/J DEFGRID3
* xyz 1 1
C -1.496 0.068 0.173
C -0.708 0.448 -0.915
F 2.074 0.240 1.673
F 2.909 -0.022 -0.543
F 2.043 -1.861 0.602
P 1.626 -0.390 0.361
H -1.153 0.491 1.063
H -2.467 0.709 0.053
H -1.873 -0.980 0.298
H -0.411 1.530 -1.082
H -0.544 -0.233 -1.682
*
```

E_LUMO (hartree): -0.2706
Energy above the lowest of the compared OMol25 structures with the same formula, charge and spin (eV): 1.488
HOMO (eV): -16.491
Electronic energy (eV): -19589.1710

***

No. 3
The following is a DFT calculation (ωB97M-V/def2-TZVPD) of an isolated molecule of C2H5FIN in a non-equilibrium geometry.

```
! wB97M-V def2-TZVPD RIJCOSX def2/J DEFGRID3
* xyz 0 1
C -0.124 -0.285 0.989
C 0.787 0.564 0.059
N 0.342 0.616 -1.268
F 0.881 1.889 0.561
I 2.865 -0.084 -0.026
H 0.003 -0.218 2.145
H -1.225 -0.184 0.826
H 0.113 -1.378 0.792
H 1.009 1.259 -1.607
H -0.535 0.802 -1.592
*
```

E_LUMO (hartree): 0.0149
Energy above the lowest of the compared OMol25 structures with the same formula, charge and spin (eV): 0.281
HOMO (eV): -9.497
Electronic energy (eV): -14462.7633
Structure (SMILES): C[C@@](N)(F)I

***

No. 4
The following is a DFT calculation (ωB97M-V/def2-TZVPD) of a cluster of 3 separate species, C2H5FNO in total in a non-equilibrium geometry.

```
! wB97M-V def2-TZVPD RIJCOSX def2/J DEFGRID3
* xyz -1 1
C -1.020 0.975 0.154
C -1.785 -0.217 0.091
N -2.404 -1.182 0.033
O 1.098 -2.313 0.115
F 1.658 0.229 0.133
H 0.070 0.700 0.156
H -1.241 1.518 1.070
H -1.219 1.599 -0.717
H 1.373 -1.354 0.228
H 0.734 -2.319 -0.773
*
```

E_LUMO (hartree): 0.1563
Energy above the lowest of the compared OMol25 structures with the same formula, charge and spin (eV): 0.000
HOMO (eV): -5.208
Electronic energy (eV): -8411.6435

***

No. 5
The following is a DFT calculation (ωB97M-V/def2-TZVPD) of an isolated molecule of C2H5FO in a non-equilibrium geometry.

```
! wB97M-V def2-TZVPD RIJCOSX def2/J DEFGRID3
* xyz 0 1
C -0.283 -0.782 -0.581
C 0.474 0.087 0.493
O 0.567 1.461 -0.016
F -0.471 0.177 1.514
H -0.455 -1.760 -0.167
H -1.174 -0.207 -0.874
H 0.263 -0.709 -1.475
H 1.419 -0.210 1.029
H -0.341 1.943 0.077
*
```

E_LUMO (hartree): 0.0384
Energy above the lowest of the compared OMol25 structures with the same formula, charge and spin (eV): 0.204
HOMO (eV): -10.798
Electronic energy (eV): -6919.4060
Structure (SMILES): C[C@@H](O)F

***

No. 6
The following is a DFT calculation (ωB97M-V/def2-TZVPD) of an isolated molecule of C2H5FO2 in a non-equilibrium geometry.

```
! wB97M-V def2-TZVPD RIJCOSX def2/J DEFGRID3
* xyz 0 1
C -1.181 -0.393 -0.671
O 0.132 -0.075 -0.894
O 1.049 -0.501 0.105
C 2.060 0.570 0.357
F 3.111 0.601 -0.558
H -1.271 -1.488 -1.025
H -1.879 0.217 -1.142
H -1.562 -0.372 0.461
H 1.448 1.401 0.483
H 2.618 0.368 1.201
*
```

E_LUMO (hartree): 0.0377
Energy above the lowest of the compared OMol25 structures with the same formula, charge and spin (eV): 4.687
HOMO (eV): -9.928
Electronic energy (eV): -8963.1642
Structure (SMILES): COOCF

***

No. 7
The following is a DFT calculation (ωB97M-V/def2-TZVPD) of a structure of composition C2H5FO2 in a non-equilibrium geometry.

```
! wB97M-V def2-TZVPD RIJCOSX def2/J DEFGRID3
* xyz 0 1
C 0.513 -0.521 -0.030
C -1.383 0.034 -0.019
O -1.774 0.236 1.260
O -1.429 1.189 -0.757
F -2.101 -0.957 -0.578
H 0.650 -0.945 -1.013
H 1.102 0.349 0.178
H 0.539 -1.281 0.736
H -1.343 1.039 1.586
H -1.132 1.028 -1.660
*
```

E_LUMO (hartree): 0.0255
Energy above the lowest of the compared OMol25 structures with the same formula, charge and spin (eV): 1.411
HOMO (eV): -9.556
Electronic energy (eV): -8966.4403

***

No. 8
The following is a DFT calculation (ωB97M-V/def2-TZVPD) of a structure of composition C2H5FO5P2S in a non-equilibrium geometry.

```
! wB97M-V def2-TZVPD RIJCOSX def2/J DEFGRID3
* xyz 0 1
O 0.240 -0.463 2.794
C -0.245 -0.739 1.760
F 0.056 -1.893 1.160
C -1.276 0.132 1.069
O -0.873 0.964 -0.033
P 0.637 1.258 -0.457
O 0.687 2.329 -1.442
O 1.474 1.547 0.848
O 1.283 -0.101 -1.003
P 0.388 -1.129 -1.944
S -0.201 -0.483 -3.631
H -2.060 -0.521 0.683
H -1.734 0.733 1.849
H 0.992 2.130 1.450
H -0.646 -1.563 -1.119
H 1.278 -2.200 -1.984
*
```

E_LUMO (hartree): -0.0020
HOMO (eV): -9.422
Electronic energy (eV): -44526.0757

***

No. 9
The following is a DFT calculation (ωB97M-V/def2-TZVPD) of a cluster of 2 separate species, C2H5FS in total in a non-equilibrium geometry.

```
! wB97M-V def2-TZVPD RIJCOSX def2/J DEFGRID3
* xyz 0 3
C 0.947 -0.060 0.193
C -0.501 0.432 -0.291
F -0.948 1.739 0.082
S -1.779 -0.786 -0.050
H 0.995 -0.499 1.175
H 1.691 0.714 0.236
H 1.221 -0.886 -0.632
H -0.272 0.772 -1.754
H -1.355 -1.426 1.040
*
```

<S²>: 2.005
E_LUMO (spin up / spin down) (hartree): 0.0231 / -0.1303
Energy above the lowest of the compared OMol25 structures with the same formula, charge and spin (eV): 4.064
HOMO (spin up / spin down) (eV): -5.609 / -10.374
Electronic energy (eV): -15700.4883

***

No. 10
The following is a DFT calculation (ωB97M-V/def2-TZVPD) of a cluster of 2 separate species, C2H5FSi in total in a non-equilibrium geometry.

```
! wB97M-V def2-TZVPD RIJCOSX def2/J DEFGRID3
* xyz 0 3
C -0.951 -0.913 1.341
C -0.900 -0.622 0.064
F -1.936 -0.918 -0.781
Si 1.192 0.954 -1.090
H 0.025 -0.659 1.891
H -1.851 -1.381 1.849
H 0.672 1.931 -2.027
H 1.636 1.663 0.109
H 2.114 -0.054 -1.357
*
```

<S²>: 2.013
E_LUMO (spin up / spin down) (hartree): 0.0395 / -0.0939
Energy above the lowest of the compared OMol25 structures with the same formula, charge and spin (eV): 1.340
HOMO (spin up / spin down) (eV): -6.671 / -10.423
Electronic energy (eV): -12743.3418

***

No. 11
The following is a DFT calculation (ωB97M-V/def2-TZVPD) of a structure of composition C2H5HgLiO in a non-equilibrium geometry.

```
! wB97M-V def2-TZVPD RIJCOSX def2/J DEFGRID3
* xyz 0 3
H -2.106 -1.401 -0.540
O 1.357 -0.058 -0.163
C 0.162 0.650 -0.269
C -0.985 -0.040 0.405
H -0.107 0.829 -1.331
H 0.258 1.671 0.173
H -1.962 0.452 0.391
H -0.780 -0.546 1.356
Hg 1.222 -2.201 -0.160
Li 2.941 0.644 0.138
*
```

<S²>: 2.013
E_LUMO (spin up / spin down) (hartree): -0.0444 / -0.0462
Energy above the lowest of the compared OMol25 structures with the same formula, charge and spin (eV): 1.497
HOMO (spin up / spin down) (eV): -6.298 / -6.660
Electronic energy (eV): -8576.3517

***

No. 12
The following is a DFT calculation (ωB97M-V/def2-TZVPD) of the ion C2H5I2N2O with charge +1 in a non-equilibrium geometry.

```
! wB97M-V def2-TZVPD RIJCOSX def2/J DEFGRID3
* xyz 1 1
C 1.898 0.102 -0.039
N 0.641 -0.491 0.104
C -0.529 -0.056 -0.033
N -1.707 -0.620 0.055
I -2.178 -2.622 0.122
O -0.686 1.653 0.104
I -2.400 2.706 0.092
H 1.670 1.142 -0.314
H 2.486 -0.314 -0.984
H 2.589 0.025 0.716
H 0.743 -1.562 0.296
H -2.528 0.037 -0.118
*
```

E_LUMO (hartree): -0.2087
Energy above the lowest of the compared OMol25 structures with the same formula, charge and spin (eV): 0.567
HOMO (eV): -13.524
Electronic energy (eV): -23373.6696
Structure (SMILES): C/[NH+]=C(/NI)OI

***

No. 13
The following is a DFT calculation (ωB97M-V/def2-TZVPD) of a cluster of 2 separate species, C2H5IN2O in total in a non-equilibrium geometry.

```
! wB97M-V def2-TZVPD RIJCOSX def2/J DEFGRID3
* xyz 0 1
C 1.118 -1.366 0.467
C 0.231 1.581 -0.214
N 0.698 -2.269 -0.209
N -0.601 0.759 0.641
O 1.872 -0.824 1.143
I -2.417 0.289 0.441
H 0.806 2.335 0.299
H 1.087 0.989 -0.501
H -0.150 2.060 -1.035
H -2.502 -1.116 -0.443
H -0.141 -2.437 -0.589
*
```

E_LUMO (spin up / spin down) (hartree): -0.0039 / -0.0039
Energy above the lowest of the compared OMol25 structures with the same formula, charge and spin (eV): 4.354
HOMO (spin up / spin down) (eV): -8.518 / -8.518
Electronic energy (eV): -15278.3732

***

No. 14
The following is a DFT calculation (ωB97M-V/def2-TZVPD) of a cluster of 2 separate species, C2H5IO in total in a non-equilibrium geometry.

```
! wB97M-V def2-TZVPD RIJCOSX def2/J DEFGRID3
* xyz 0 1
C 0.188 -1.187 0.965
C -0.539 0.595 -1.207
O 0.462 -0.159 1.714
I 0.382 2.384 -0.412
H 0.807 -1.398 0.142
H -0.652 -1.768 1.201
H -1.502 0.702 -1.524
H 0.012 0.171 -2.052
H 0.841 0.660 1.173
*
```

E_LUMO (spin up / spin down) (hartree): -0.0261 / 0.0138
Energy above the lowest of the compared OMol25 structures with the same formula, charge and spin (eV): 4.130
HOMO (spin up / spin down) (eV): -7.346 / -8.504
Electronic energy (eV): -12298.7426

***

No. 15
The following is a DFT calculation (ωB97M-V/def2-TZVPD) of an isolated molecule of C2H5IO in a non-equilibrium geometry.

```
! wB97M-V def2-TZVPD RIJCOSX def2/J DEFGRID3
* xyz 0 1
C -0.613 0.485 0.464
C 0.555 0.086 -0.393
O 0.134 -1.060 -1.258
I 2.096 -0.455 1.097
H -0.963 -0.334 1.100
H -0.464 1.421 0.966
H -1.376 0.621 -0.301
H 1.014 0.851 -1.006
H -0.383 -1.616 -0.669
*
```

E_LUMO (hartree): 0.0182
Energy above the lowest of the compared OMol25 structures with the same formula, charge and spin (eV): 0.197
HOMO (eV): -9.441
Electronic energy (eV): -12302.6761
Structure (SMILES): C[C@H](O)I

***

No. 16
The following is a DFT calculation (ωB97M-V/def2-TZVPD) of an isolated molecule of C2H5IOS in a non-equilibrium geometry.

```
! wB97M-V def2-TZVPD RIJCOSX def2/J DEFGRID3
* xyz 0 1
C -0.302 -0.806 -0.136
C -0.342 0.499 -1.012
O -0.607 0.161 -2.434
S -0.655 -1.382 -2.954
I -2.834 -2.091 -2.758
H -1.232 -1.188 -0.436
H 0.380 -1.534 -0.400
H -0.213 -0.498 0.859
H 0.560 1.214 -1.005
H -1.238 1.057 -0.662
*
```

E_LUMO (hartree): -0.0029
Energy above the lowest of the compared OMol25 structures with the same formula, charge and spin (eV): 1.172
HOMO (eV): -8.527
Electronic energy (eV): -23137.1078
Structure (SMILES): CCOSI

***

No. 17
The following is a DFT calculation (ωB97M-V/def2-TZVPD) of an isolated molecule of C2H5IS in a non-equilibrium geometry.

```
! wB97M-V def2-TZVPD RIJCOSX def2/J DEFGRID3
* xyz 0 1
C 0.547 0.716 -0.092
C -0.335 -0.302 0.460
S -0.070 -1.903 -0.146
I -2.707 0.545 0.017
H 1.629 0.400 0.051
H 0.335 0.940 -1.171
H 0.345 1.558 0.463
H -0.732 -0.374 1.439
H 0.989 -1.580 -1.019
*
```

E_LUMO (hartree): -0.0264
Energy above the lowest of the compared OMol25 structures with the same formula, charge and spin (eV): 0.737
HOMO (eV): -8.893
Electronic energy (eV): -21089.8928
Structure (SMILES): C[C@H](S)I

***

No. 18
The following is a DFT calculation (ωB97M-V/def2-TZVPD) of a cluster of 2 separate species, C2H5ISi in total in a non-equilibrium geometry.

```
! wB97M-V def2-TZVPD RIJCOSX def2/J DEFGRID3
* xyz 0 1
C 1.003 1.337 0.526
C 0.909 0.426 -0.422
Si -1.193 -1.200 -0.263
I -3.144 0.169 0.165
H 2.047 1.833 0.535
H 0.328 1.239 1.308
H 1.742 0.084 -1.056
H -0.789 -2.226 0.735
H -0.903 -1.664 -1.529
*
```

E_LUMO (hartree): 0.0037
Energy above the lowest of the compared OMol25 structures with the same formula, charge and spin (eV): 2.637
HOMO (eV): -8.499
Electronic energy (eV): -18130.2706

***

No. 19
The following is a DFT calculation (ωB97M-V/def2-TZVPD) of a structure of composition C2H5ISi in a non-equilibrium geometry.

```
! wB97M-V def2-TZVPD RIJCOSX def2/J DEFGRID3
* xyz 0 1
C -1.602 -0.611 0.333
C -0.536 -0.681 -0.414
Si 1.219 1.057 -0.175
I 3.409 -0.162 0.006
H -2.361 -1.437 0.333
H -2.131 0.131 0.973
H -0.158 -1.605 -0.852
H 0.714 1.303 1.075
H 1.446 2.005 -1.280
*
```

E_LUMO (hartree): 0.0101
Energy above the lowest of the compared OMol25 structures with the same formula, charge and spin (eV): 1.956
HOMO (eV): -8.986
Electronic energy (eV): -18130.9517

***

No. 20
The following is a DFT calculation (ωB97M-V/def2-TZVPD) of the ion C2H5N2 with charge +1 in a non-equilibrium geometry.

```
! wB97M-V def2-TZVPD RIJCOSX def2/J DEFGRID3
* xyz 1 1
H -2.662 0.138 -0.639
N -1.618 0.012 -0.518
C -1.158 0.057 0.630
C 0.370 0.302 0.572
N 0.969 0.363 -0.559
H -1.765 -0.054 1.623
H 0.836 0.298 1.498
H 2.068 0.474 -0.642
H 0.478 0.302 -1.337
*
```

E_LUMO (hartree): -0.2294
Energy above the lowest of the compared OMol25 structures with the same formula, charge and spin (eV): 0.602
HOMO (eV): -15.781
Electronic energy (eV): -5126.4448
Structure (SMILES): [H]/N=C/C=[NH2+]